ORCA calculation (ωB97M-V/def2-TZVPD) on C27H21ClNO as an isolated structure at a distorted geometry.

Output
E_HOMO = -11.18 eV
Energy = -1631.32615 a.u.
Total charge = +1

Each line ends with the natural charge from an NBO analysis.
CARTESIAN COORDINATES (ANGSTROEM)
C (6.91695, -3.01001, 1.82038)  -0.214
C (5.95273, -3.60202, 0.99706)  -0.187
C (5.15050, -2.81566, 0.16376)  -0.268
C (5.34862, -1.43216, 0.15851)  0.278
O (4.53672, -0.59677, -0.61702)  -0.507
C (3.18276, -0.45359, -0.30503)  0.370
C (2.77052, 0.59643, 0.52132)  -0.252
C (1.41539, 0.76799, 0.78268)  -0.122
C (0.43119, -0.04257, 0.18459)  -0.159
C (-1.00328, 0.17988, 0.52718)  0.000
C (-1.89641, -0.99049, 0.74468)  -0.052
C (-3.22943, -0.68425, 1.08877)  -0.178
C (-4.22356, -1.66024, 1.03134)  -0.210
C (-3.87691, -2.98532, 0.72320)  -0.141
C (-2.53109, -3.32550, 0.54288)  -0.211
C (-1.53716, -2.34500, 0.61458)  -0.171
C (0.87887, -1.05344, -0.68348)  -0.143
C (2.23604, -1.29152, -0.89745)  -0.206
C (6.34906, -0.82866, 0.92981)  -0.253
C (7.10305, -1.62310, 1.79385)  -0.187
H (7.53168, -3.63110, 2.47795)  0.228
H (5.81312, -4.68454, 1.00116)  0.225
H (4.38182, -3.25330, -0.47459)  0.218
H (3.52713, 1.25101, 0.95418)  0.251
H (1.13051, 1.52360, 1.51632)  0.224
H (-1.04832, 0.82560, 1.41464)  0.251
H (-3.49311, 0.33996, 1.37264)  0.228
H (-5.26399, -1.38353, 1.22611)  0.240
H (-4.64929, -3.74776, 0.62031)  0.238
H (-2.23629, -4.35855, 0.34985)  0.239
H (-0.48501, -2.62585, 0.55223)  0.229
H (0.14528, -1.72451, -1.13032)  0.233
H (2.55261, -2.12960, -1.51965)  0.240
H (6.49504, 0.24949, 0.86240)  0.230
H (7.84634, -1.15126, 2.44040)  0.228
Cl (-7.15685, 2.13794, -2.16991)  0.039
C (-5.58945, 2.77398, -1.87707)  -0.045
C (-4.59787, 1.94433, -1.31173)  -0.243
C (-3.31301, 2.48091, -1.07426)  -0.020
C (-3.11620, 3.87821, -1.35379)  0.125
N (-1.81307, 4.19899, -1.01094)  -0.508
C (-1.18272, 3.05442, -0.54554)  0.009
C (-2.04366, 1.97865, -0.60368)  -0.180
C (-4.07229, 4.68102, -1.94081)  -0.218
C (-5.32988, 4.12253, -2.21557)  -0.209
H (-4.82274, 0.90730, -1.05845)  0.231
H (-1.38056, 5.11295, -1.10910)  0.434
H (-0.15862, 3.09161, -0.19262)  0.229
H (-1.69619, 0.90059, -0.45984)  0.186
H (-3.83777, 5.71374, -2.18399)  0.234
H (-6.11120, 4.71915, -2.67792)  0.244


ORCA calculation (ωB97M-V/def2-TZVPD) on C27H21ILaN5S3 as an isolated structure at a distorted geometry.

Output
E_HOMO = -6.75 eV
Energy = -2839.25679 a.u.
Total charge = 0
Relative energy (zero: lowest compared OMol25 entry of this formula, charge and spin) = 7.8 kcal per mole

Each line ends with the natural charge from an NBO analysis.
CARTESIAN COORDINATES (ANGSTROEM)
La (-0.25749, 0.14668, -0.47440)  1.689
C (3.31048, -0.20864, 0.57282)  -0.264
N (2.10023, -0.52700, 1.32370)  -0.634
C (1.97811, -1.90109, 1.77336)  -0.279
C (1.28906, -2.71683, 0.72341)  0.456
N (0.92969, -2.26853, -0.45657)  -0.574
C (0.36221, -3.35716, -1.11707)  0.064
C (-0.14077, -3.46562, -2.40994)  -0.193
C (-0.64880, -4.68991, -2.79911)  -0.218
C (-0.65562, -5.78870, -1.93183)  -0.202
C (-0.14150, -5.70365, -0.65158)  -0.253
C (0.37148, -4.47257, -0.26711)  0.169
N (0.98329, -4.02755, 0.89009)  -0.538
C (3.01046, 0.91392, -0.37178)  0.448
N (2.19229, 0.78820, -1.39042)  -0.569
C (2.17342, 2.03151, -2.01379)  0.067
C (1.49445, 2.45155, -3.15414)  -0.184
C (1.65078, 3.76781, -3.53796)  -0.214
C (2.44791, 4.65400, -2.80236)  -0.201
C (3.13361, 4.25112, -1.67218)  -0.247
C (2.99256, 2.92021, -1.30093)  0.162
N (3.52367, 2.16352, -0.27342)  -0.524
H (4.16346, 0.05018, 1.21049)  0.196
H (3.57950, -1.07629, -0.03020)  0.234
H (1.99061, 0.11080, 2.10260)  0.420
H (2.94631, -2.36411, 2.01269)  0.197
H (1.36537, -1.91418, 2.67592)  0.270
H (-0.13391, -2.61844, -3.08396)  0.225
H (-1.05290, -4.80590, -3.79602)  0.221
H (-1.06917, -6.72757, -2.27535)  0.220
H (-0.14329, -6.55378, 0.01823)  0.222
H (1.09350, -4.55574, 1.73780)  0.426
H (0.85978, 1.76952, -3.70450)  0.231
H (1.13015, 4.13090, -4.41399)  0.223
H (2.53100, 5.68178, -3.13053)  0.220
H (3.73806, 4.94333, -1.10085)  0.223
H (4.09664, 2.50176, 0.47956)  0.429
I (-3.05230, -1.39482, -1.41296)  0.224
C (-3.59301, 0.31376, -2.61422)  -0.052
C (-4.69267, 0.12208, -3.40008)  -0.272
C (-5.17332, 1.18382, -4.18774)  -0.216
C (-4.55263, 2.39713, -4.13022)  -0.201
C (-3.42614, 2.60212, -3.29985)  0.025
C (-2.83857, 3.88507, -3.20975)  -0.212
C (-1.78088, 4.10071, -2.37770)  -0.214
C (-1.23237, 3.03089, -1.64072)  -0.219
C (-1.71577, 1.73672, -1.70433)  -0.556
C (-2.87693, 1.53384, -2.51978)  -0.136
H (-5.20521, -0.83003, -3.41369)  0.224
H (-6.03861, 1.02763, -4.81848)  0.217
H (-4.92121, 3.23278, -4.71398)  0.210
H (-3.25910, 4.69008, -3.80152)  0.205
H (-1.35017, 5.09149, -2.28472)  0.210
H (-0.38850, 3.27181, -0.99628)  0.212
S (-0.21684, 1.10312, 4.30303)  -0.133
C (-0.41927, 0.86434, 2.67816)  -0.519
S (-1.12867, -0.59300, 2.05764)  -0.355
S (0.20735, 2.01433, 1.53132)  -0.362


ORCA calculation (ωB97M-V/def2-TZVPD) on C27H22BrMoO7P as an isolated structure.

Output
<S²> = 2.0148
E_HOMO (alpha / beta) = -8.71 / -9.46 eV
Energy = -4552.47645 a.u.
Total charge = 0
Multiplicity = 3
Relative energy (zero: lowest compared OMol25 entry of this formula, charge and spin) = 7.9 kcal per mole

Each line ends with the natural charge from an NBO analysis.
CARTESIAN COORDINATES (ANGSTROEM)
Mo (-0.21783, 0.24206, -0.22596)  1.304
O (-3.29378, 1.71032, 1.99930)  -0.564
C (-2.23429, 1.17646, 1.79888)  0.788
O (-1.97724, 0.42671, 0.73923)  -0.741
C (-1.10444, 1.23535, 2.83289)  -0.351
C (-0.41005, -0.11823, 2.93278)  0.101
C (0.47876, -0.21117, 4.16371)  -0.425
C (1.67818, 0.68230, 3.77137)  -0.431
C (1.26826, 1.18471, 2.39951)  0.081
O (0.57880, -0.00178, 1.84274)  -0.564
C (0.10007, 2.17359, 2.46909)  -0.351
C (-0.02858, 2.88912, 1.13647)  0.794
O (-0.26404, 4.05323, 1.01070)  -0.526
O (0.23679, 2.09479, 0.07575)  -0.684
H (-1.54348, 1.53889, 3.78063)  0.250
H (-1.04695, -0.97274, 2.73511)  0.246
H (0.78729, -1.23885, 4.34526)  0.225
H (-0.05483, 0.14359, 5.04457)  0.224
H (2.59690, 0.10236, 3.69769)  0.229
H (1.85180, 1.50879, 4.45843)  0.228
H (2.07324, 1.46055, 1.72674)  0.273
H (0.24427, 2.93087, 3.23718)  0.253
O (3.35167, 0.93325, 0.00711)  -0.608
C (2.70295, -0.00774, -0.39817)  0.766
O (1.63949, 0.05841, -1.15634)  -0.732
C (3.12022, -1.41725, -0.03309)  -0.041
C (4.48058, -1.66746, 0.11522)  -0.185
C (4.94041, -2.94248, 0.39601)  -0.190
C (4.03886, -3.98842, 0.54447)  -0.204
C (2.68179, -3.74576, 0.41830)  -0.191
C (2.21145, -2.46154, 0.14194)  -0.379
P (0.42468, -2.24079, -0.06589)  1.078
C (0.08646, -3.27533, -1.51779)  -0.271
C (-0.62738, -4.46583, -1.44520)  -0.232
C (-0.81014, -5.23411, -2.58862)  -0.199
C (-0.27424, -4.81994, -3.79623)  -0.192
C (0.45040, -3.63609, -3.86715)  -0.204
C (0.63119, -2.86350, -2.73475)  -0.196
C (-0.43392, -3.01028, 1.32578)  -0.401
C (0.19442, -3.51994, 2.45521)  -0.200
C (-0.56473, -3.95128, 3.53676)  -0.213
C (-1.94705, -3.86804, 3.49574)  -0.193
C (-2.58106, -3.35564, 2.36833)  -0.223
C (-1.82938, -2.92399, 1.28947)  -0.139
H (5.16765, -0.84041, -0.00335)  0.240
H (6.00265, -3.12622, 0.48991)  0.221
H (4.39016, -4.99057, 0.75157)  0.221
H (1.98157, -4.56683, 0.52089)  0.221
H (-1.04489, -4.80459, -0.50644)  0.221
H (-1.37141, -6.15726, -2.52807)  0.217
H (-0.41818, -5.41899, -4.68600)  0.218
H (0.86956, -3.30900, -4.80931)  0.222
H (1.18247, -1.93207, -2.78918)  0.242
H (1.27468, -3.56883, 2.50351)  0.230
H (-0.07139, -4.34656, 4.41538)  0.222
H (-2.53601, -4.19560, 4.34236)  0.223
H (-3.65927, -3.27432, 2.33666)  0.230
H (-2.32866, -2.48591, 0.43158)  0.233
Br (-1.41767, -0.13022, -2.28892)  -0.173